{"formula": "C4H8O2", "method": "ωB97M-V/def2-TZVPD", "species": ["C", "C", "C", "C", "O", "H", "H", "H", "H", "H", "H", "O", "H", "H"], "positions_angstrom": [[1.116, -2.238, -1.794], [0.290, -1.990, -0.781], [0.013, -0.659, -0.241], [-0.586, -0.499, 0.935], [-0.790, 0.726, 1.495], [1.394, -3.284, -1.897], [1.654, -1.491, -2.365], [-0.406, -2.761, -0.450], [0.645, 0.118, -0.660], [-1.229, -1.312, 1.252], [-0.902, 1.401, 0.812], [-0.058, 3.342, 0.182], [0.325, 3.393, 1.060], [0.542, 3.753, -0.449]], "smiles": "C=C/C=C/O.O", "lumo_energy_ev": 0.61, "e_above_lowest_ev": 2.366, "e_tot_ev": -8370.9154, "homo_ev": -8.27}